Entry 1:
The following is a quantum chemistry calculation of a cluster of 2 separate species, C3H12N2S in total, from the Open Molecules 2025 dataset.

Output
SMILES string: CSC.NCN
LUMO energy (eV): 1.0
ΔE to the lowest compared entry with this formula, charge and spin (kcal per mole): 7.13
Energy (Eh): -629.16814
HOMO energy (hartree): -0.3103

Last columns: bonded neighbours and bond lengths (Å).
Cartesian coordinates (Å):
1 S -2.290 0.606 -1.289  C4 1.817, C5 1.811
2 N 2.169 -0.591 1.135  C6 1.467, H9 1.006, H13 1.007
3 N 0.527 -0.651 2.987  C6 1.457, H8 1.011, H11 1.023
4 C -1.424 -0.836 -1.975  S1 1.817, H7 1.087, H15 1.087, H18 1.092
5 C -1.224 1.915 -1.945  S1 1.811, H12 1.083, H16 1.092, H17 1.091
6 C 0.831 -0.238 1.623  N2 1.467, N3 1.457, H10 1.089, H14 1.085
7 H -1.894 -1.665 -1.451  C4 1.087
8 H 0.899 -1.567 3.196  N3 1.011
9 H 2.358 -1.518 0.794  N2 1.006
10 H 0.837 0.850 1.655  C6 1.089
11 H 1.064 -0.070 3.635  N3 1.023
12 H -1.336 2.819 -1.359  C5 1.083
13 H 2.865 -0.466 1.853  N2 1.007
14 H 0.128 -0.604 0.882  C6 1.085
15 H -1.487 -0.858 -3.060  C4 1.087
16 H -1.477 2.102 -2.992  C5 1.092
17 H -0.183 1.591 -1.969  C5 1.091
18 H -0.363 -0.818 -1.719  C4 1.092

---

Entry 2:
The following is a quantum chemistry calculation of a cluster of 2 separate species, C3H12N2S in total, from the Open Molecules 2025 dataset.

Output
SMILES string: CSC.NCN
LUMO energy (eV): 0.9
ΔE to the lowest compared entry with this formula, charge and spin (kcal per mole): 17.30
Energy (Eh): -629.15193
HOMO energy (hartree): -0.3096

Last columns: bonded neighbours and bond lengths (Å).
Cartesian coordinates (Å):
1 S -1.076 1.113 -0.809  C4 1.816, C5 1.832
2 N 2.572 -0.800 -0.213  C6 1.471, H11 1.007, H18 1.004
3 N 0.494 -2.044 0.083  C6 1.459, H9 1.019, H17 1.004
4 C -0.357 2.152 0.496  S1 1.816, H10 1.111, H12 1.088, H15 1.089
5 C -2.743 0.857 -0.093  S1 1.832, H7 1.089, H14 1.098, H16 1.103
6 C 1.632 -1.775 -0.789  N2 1.471, N3 1.459, H8 1.110, H13 1.098
7 H -3.298 0.307 -0.851  C5 1.089
8 H 1.416 -1.537 -1.852  C6 1.110
9 H 0.200 -1.077 0.207  N3 1.019
10 H -0.041 1.411 1.261  C4 1.111
11 H 2.704 -1.109 0.736  N2 1.007
12 H 0.546 2.648 0.144  C4 1.088
13 H 2.147 -2.742 -0.870  C6 1.098
14 H -2.832 0.338 0.870  C5 1.098
15 H -1.050 2.843 0.975  C4 1.089
16 H -3.257 1.801 0.158  C5 1.103
17 H 0.548 -2.556 0.945  N3 1.004
18 H 2.396 0.171 -0.398  N2 1.004

---

Entry 3:
The following is a quantum chemistry calculation of a cluster of 2 separate species, C3H12N3 in total, from the Open Molecules 2025 dataset.

Output
⟨S²⟩: 0.75
LUMO energy (alpha / beta) (eV): 0.6 / 0.5
ΔE to the lowest compared entry with this formula, charge and spin (kcal per mole): 36.40
Energy (Eh): -285.62921
Multiplicity: 2
HOMO energy (alpha / beta) (hartree): -0.1021 / -0.2681

Last columns: bonded neighbours and bond lengths (Å).
Cartesian coordinates (Å):
1 N 2.182 0.927 -0.687  C6 1.405, H13 1.002, H18 0.997
2 N -1.152 -0.694 -0.375  C4 1.465, C5 1.475, H9 1.132, H11 1.012
3 N 1.024 -0.216 1.027  C6 1.362, H15 1.009
4 C -2.073 -1.047 0.707  N2 1.465, H10 1.088, H14 1.083, H17 1.090
5 C -1.625 0.394 -1.251  N2 1.475, H7 1.090, H8 1.089, H12 1.085
6 C 1.982 0.690 0.683  N1 1.405, N3 1.362, H16 1.081
7 H -1.729 1.294 -0.644  C5 1.090
8 H -2.585 0.130 -1.694  C5 1.089
9 H -0.180 -0.418 0.136  N2 1.132
10 H -3.051 -1.303 0.303  C4 1.088
11 H -0.912 -1.476 -0.970  N2 1.012
12 H -0.876 0.610 -2.007  C5 1.085
13 H 1.871 0.236 -1.342  N1 1.002
14 H -1.631 -1.785 1.365  C4 1.083
15 H 0.923 -0.294 2.028  N3 1.009
16 H 2.571 1.281 1.370  C6 1.081
17 H -2.214 -0.132 1.281  C4 1.090
18 H 2.921 1.524 -0.989  N1 0.997

---

Entry 4:
The following is a quantum chemistry calculation of a cluster of 2 separate species, C3H12N3 in total, from the Open Molecules 2025 dataset.

Output
LUMO energy (eV): -3.2
ΔE to the lowest compared entry with this formula, charge and spin (kcal per mole): 84.72
Energy (Eh): -285.43040
Net charge: +1
HOMO energy (hartree): -0.4416

Last columns: bonded neighbours and bond lengths (Å).
Cartesian coordinates (Å):
1 N 1.444 -1.372 0.454  C5 1.390, H7 1.034, H8 1.033
2 N -1.682 -0.760 0.692  C4 1.529, H11 1.064, H12 1.042, H15 1.112
3 N 1.029 0.869 0.262  C5 1.373, C6 1.498, H13 1.070
4 C -1.018 -1.093 -0.645  N2 1.529, H9 1.128, H16 1.056
5 C 1.043 -0.341 -0.387  N1 1.390, N3 1.373, H14 1.067
6 C 0.393 2.086 -0.335  N3 1.498, H10 1.109, H17 1.061, H18 1.077
7 H 1.491 -2.291 -0.017  N1 1.034
8 H 2.309 -1.229 0.999  N1 1.033
9 H -0.961 -2.170 -0.975  C4 1.128
10 H 0.389 2.914 0.404  C6 1.109
11 H -2.701 -0.601 0.432  N2 1.064
12 H -1.601 -1.553 1.363  N2 1.042
13 H 1.466 0.934 1.236  N3 1.070
14 H 1.211 -0.339 -1.441  C5 1.067
15 H -1.121 0.167 0.945  N2 1.112
16 H -1.369 -0.476 -1.426  C4 1.056
17 H -0.588 1.941 -0.713  C6 1.061
18 H 1.032 2.484 -1.105  C6 1.077

---

Entry 5:
The following is a quantum chemistry calculation of a cluster of 2 separate species, C3H12N3 in total, from the Open Molecules 2025 dataset.

Output
LUMO energy (eV): -3.4
ΔE to the lowest compared entry with this formula, charge and spin (kcal per mole): 54.99
Energy (Eh): -285.47778
Net charge: +1
HOMO energy (hartree): -0.5068

Last columns: bonded neighbours and bond lengths (Å).
Cartesian coordinates (Å):
1 N 0.491 -1.043 -2.826  H12 1.032, H13 1.054, H14 1.046
2 N 0.479 -0.033 -0.031  N3 1.348, C5 1.303, H8 1.058
3 N 1.791 0.157 0.212  N2 1.348, H10 1.070, H16 1.047
4 C -1.840 0.163 0.426  C5 1.449, H7 1.139, H9 1.134, H18 1.123
5 C -0.454 0.194 0.849  N2 1.303, C4 1.449, C6 1.540
6 C -0.298 0.722 2.286  C5 1.540, H11 1.003, H15 1.108, H17 1.113
7 H -2.457 -0.299 1.265  C4 1.139
8 H 0.287 -0.289 -1.040  N2 1.058
9 H -2.112 -0.367 -0.539  C4 1.134
10 H 2.094 0.719 1.070  N3 1.070
11 H -1.017 1.393 2.484  C6 1.003
12 H 1.240 -0.462 -3.235  N1 1.032
13 H 1.069 -1.905 -2.644  N1 1.054
14 H 0.102 -1.496 -3.686  N1 1.046
15 H -0.288 -0.103 3.025  C6 1.108
16 H 2.434 0.313 -0.599  N3 1.047
17 H 0.722 1.130 2.464  C6 1.113
18 H -2.242 1.207 0.520  C4 1.123

---

Entry 6:
The following is a quantum chemistry calculation of a cluster of 2 separate species, C3H12N3O in total, from the Open Molecules 2025 dataset.

Output
LUMO energy (eV): 4.3
ΔE to the lowest compared entry with this formula, charge and spin (kcal per mole): 9.54
Energy (Eh): -360.99041
Net charge: -1
HOMO energy (hartree): -0.1112

Last columns: bonded neighbours and bond lengths (Å).
Cartesian coordinates (Å):
1 O 1.362 0.559 -0.613  C7 1.371
2 N -1.009 0.016 -1.638  C6 1.446, H12 1.012, H16 1.086
3 N -1.115 2.195 -0.436  C6 1.468, H17 1.028, H19 1.011
4 N 0.397 -2.030 1.515  C5 1.500, H8 1.011, H10 1.016
5 C 1.116 -0.715 1.462  N4 1.500, C7 1.549, H9 1.093, H18 1.089
6 C -1.695 0.873 -0.696  N2 1.446, N3 1.468, H11 1.092, H15 1.098
7 C 1.750 -0.573 0.056  O1 1.371, C5 1.549, H13 1.119, H14 1.113
8 H -0.074 -2.237 2.387  N4 1.011
9 H 0.344 0.056 1.520  C5 1.093
10 H -0.303 -1.978 0.781  N4 1.016
11 H -1.810 0.391 0.277  C6 1.092
12 H -1.072 0.314 -2.603  N2 1.012
13 H 1.554 -1.512 -0.521  C7 1.119
14 H 2.854 -0.575 0.203  C7 1.113
15 H -2.712 1.029 -1.082  C6 1.098
16 H 0.046 0.037 -1.382  N2 1.086
17 H -0.104 2.018 -0.374  N3 1.028
18 H 1.798 -0.726 2.311  C5 1.089
19 H -1.329 2.857 -1.169  N3 1.011

---

Entry 7:
The following is a quantum chemistry calculation of a cluster of 2 separate species, C3H12N3O in total, from the Open Molecules 2025 dataset.

Output
LUMO energy (eV): -2.8
ΔE to the lowest compared entry with this formula, charge and spin (kcal per mole): 21.47
Energy (Eh): -360.80052
Net charge: +1
HOMO energy (hartree): -0.5332

Last columns: bonded neighbours and bond lengths (Å).
Cartesian coordinates (Å):
1 O 0.409 -2.535 0.278  C7 1.460, H16 0.964
2 N -0.698 -0.049 -0.493  C6 1.318, H8 1.029, H19 1.005
3 N 0.972 0.348 1.001  C6 1.343, H13 1.011, H14 1.008
4 N -0.291 2.123 0.209  C5 1.465, C6 1.331, H11 1.006
5 C -1.626 2.688 0.001  N4 1.465, H9 1.088, H12 1.081, H15 1.081
6 C -0.047 0.815 0.260  N2 1.318, N3 1.343, N4 1.331
7 C 1.417 -2.694 -0.767  O1 1.460, H10 1.081, H17 1.093, H18 1.084
8 H -0.537 -1.042 -0.276  N2 1.029
9 H -1.488 3.693 -0.394  C5 1.088
10 H 2.021 -1.798 -0.759  C7 1.081
11 H 0.341 2.752 0.675  N4 1.006
12 H -2.169 2.756 0.933  C5 1.081
13 H 0.968 -0.570 1.425  N3 1.011
14 H 1.536 1.014 1.505  N3 1.008
15 H -2.210 2.132 -0.719  C5 1.081
16 H -0.022 -3.393 0.369  O1 0.964
17 H 0.926 -2.882 -1.726  C7 1.093
18 H 2.032 -3.554 -0.527  C7 1.084
19 H -1.534 0.196 -0.993  N2 1.005

---

Entry 8:
The following is a quantum chemistry calculation of a cluster of 2 separate species, C3H12N3O in total, from the Open Molecules 2025 dataset.

Output
LUMO energy (eV): -3.4
ΔE to the lowest compared entry with this formula, charge and spin (kcal per mole): 96.25
Energy (Eh): -360.68135
Net charge: +1
HOMO energy (hartree): -0.4367

Last columns: bonded neighbours and bond lengths (Å).
Cartesian coordinates (Å):
1 O 2.193 0.392 -0.479  C6 1.371, H19 0.959
2 N -1.439 -0.777 -0.551  C5 1.474, H12 1.051, H14 1.073, H18 1.002
3 N 0.002 1.706 -0.510  C7 1.392, H8 1.021, H10 0.992
4 N 1.075 -1.538 -0.111  C6 1.435, H11 0.944, H16 1.074
5 C -1.422 0.070 0.656  N2 1.474, C7 1.557, H15 1.011, H17 1.044
6 C 1.538 -0.322 0.492  O1 1.371, N4 1.435, H13 1.097
7 C -0.144 0.958 0.655  N3 1.392, C5 1.557, H9 1.041
8 H -0.037 2.702 -0.293  N3 1.021
9 H 0.171 1.407 1.540  C7 1.041
10 H -0.521 1.370 -1.283  N3 0.992
11 H 1.268 -2.270 0.454  N4 0.944
12 H -1.535 -0.158 -1.395  N2 1.051
13 H 1.998 -0.427 1.482  C6 1.097
14 H -0.487 -1.260 -0.662  N2 1.073
15 H -2.276 0.602 0.558  C5 1.011
16 H 1.386 -1.708 -1.125  N4 1.074
17 H -1.544 -0.528 1.503  C5 1.044
18 H -2.119 -1.509 -0.610  N2 1.002
19 H 1.893 1.289 -0.320  O1 0.959

---

Entry 9:
The following is a quantum chemistry calculation of a cluster of 2 separate species, C3H12N3O in total, from the Open Molecules 2025 dataset.

Output
LUMO energy (eV): -3.0
ΔE to the lowest compared entry with this formula, charge and spin (kcal per mole): 37.76
Energy (Eh): -360.77456
Net charge: +1
HOMO energy (hartree): -0.4976

Last columns: bonded neighbours and bond lengths (Å).
Cartesian coordinates (Å):
1 O 0.589 1.271 -2.496  C5 1.448, H14 0.964
2 N -0.325 -0.392 3.023  C6 1.321, H17 1.005, H18 1.005
3 N 0.043 -0.230 0.751  C6 1.312, C7 1.473, H19 1.032
4 N -1.055 1.532 1.855  C6 1.422, H15 1.016, H16 1.012
5 C 0.487 0.282 -3.550  O1 1.448, H9 1.114, H10 1.093, H11 1.060
6 C -0.435 0.253 1.874  N2 1.321, N3 1.312, N4 1.422
7 C 0.545 -1.579 0.437  N3 1.473, H8 1.084, H12 1.098, H13 1.084
8 H 0.787 -1.606 -0.619  C7 1.084
9 H 1.514 0.203 -3.976  C5 1.114
10 H 0.211 -0.691 -3.137  C5 1.093
11 H -0.322 0.402 -4.225  C5 1.060
12 H -0.112 -2.379 0.802  C7 1.098
13 H 1.485 -1.716 0.960  C7 1.084
14 H 0.199 2.074 -2.859  O1 0.964
15 H -2.003 1.522 1.490  N4 1.016
16 H -0.896 1.960 2.759  N4 1.012
17 H -0.789 -0.064 3.851  N2 1.005
18 H 0.268 -1.197 3.127  N2 1.005
19 H -0.191 0.353 -0.068  N3 1.032

---

Entry 10:
The following is a quantum chemistry calculation of a cluster of 2 separate species, C3H12N3O in total, from the Open Molecules 2025 dataset.

Output
LUMO energy (eV): -2.9
ΔE to the lowest compared entry with this formula, charge and spin (kcal per mole): 53.50
Energy (Eh): -360.74947
Net charge: +1
HOMO energy (hartree): -0.5056

Last columns: bonded neighbours and bond lengths (Å).
Cartesian coordinates (Å):
1 O 2.006 -0.896 -0.258  C7 1.247
2 N 3.801 0.402 0.039  C7 1.273, H12 0.996, H13 0.983
3 N -0.557 -1.383 0.170  C6 1.518, H11 1.033, H17 1.002, H19 1.114
4 N -0.024 0.760 -0.300  C6 1.471, H9 0.980, H16 1.042
5 C -2.558 0.212 -0.182  C6 1.511, H8 1.063, H10 1.195, H14 1.155
6 C -1.139 0.013 0.299  N3 1.518, N4 1.471, C5 1.511, H18 1.123
7 C 2.651 -0.033 0.369  O1 1.247, N2 1.273, H15 1.078
8 H -3.329 -0.444 0.144  C5 1.063
9 H 0.160 1.633 0.107  N4 0.980
10 H -2.709 0.295 -1.364  C5 1.195
11 H -0.988 -1.982 -0.553  N3 1.033
12 H 3.947 1.363 0.255  N2 0.996
13 H 4.035 0.044 -0.846  N2 0.983
14 H -2.963 1.192 0.275  C5 1.155
15 H 2.085 0.428 1.163  C7 1.078
16 H -0.079 0.613 -1.330  N4 1.042
17 H -0.509 -2.023 0.940  N3 1.002
18 H -1.105 0.184 1.409  C6 1.123
19 H 0.518 -1.122 0.042  N3 1.114